(1)
{
  "formula": "C45H49N4O5S3Sb2Y",
  "method": "ωB97M-V with the def2-TZVPD basis set",
  "species": ["O", "C", "H", "H", "H", "H", "O", "H", "H", "C", "H", "C", "C", "C", "Sb", "H", "C", "S", "H", "H", "C", "C", "H", "C", "C", "H", "C", "H", "S", "C", "C", "C", "H", "C", "C", "H", "N", "C", "H", "O", "N", "C", "C", "C", "C", "H", "C", "H", "C", "C", "C", "C", "H", "H", "H", "H", "H", "H", "H", "N", "S", "H", "C", "C", "C", "Sb", "H", "H", "O", "H", "H", "C", "C", "C", "C", "C", "C", "C", "H", "C", "Y", "H", "H", "H", "H", "H", "H", "C", "H", "C", "H", "H", "H", "H", "C", "H", "H", "C", "C", "C", "H", "C", "H", "H", "H", "C", "O", "H", "N"],
  "positions_angstrom": [[3.114, -2.022, -3.007], [0.383, -0.473, -4.255], [1.694, -0.664, -5.866], [-2.974, -0.671, 1.778], [-1.403, -1.474, 5.698], [-2.515, 0.548, 6.508], [2.531, 0.431, 2.245], [2.164, -0.391, 4.450], [-6.134, 0.243, -0.784], [6.094, 0.136, -2.567], [-1.950, 1.933, 0.690], [-1.243, 2.601, 1.163], [-3.109, 2.249, -1.927], [-5.504, -3.911, 1.937], [-1.085, -0.022, -1.601], [-4.073, -6.983, 1.320], [-4.027, 0.233, -0.982], [2.719, 3.444, 1.407], [2.437, 4.147, -1.749], [1.998, 4.257, 3.518], [-1.827, -2.651, -0.132], [0.433, 1.007, -6.153], [4.413, 2.618, -3.597], [-5.283, 0.900, -1.071], [2.426, 4.833, 0.249], [-0.600, -2.577, -1.905], [2.622, -3.580, -0.503], [-2.267, -2.527, -2.243], [0.092, 1.563, 1.735], [-2.519, 0.320, 5.467], [0.730, 2.574, 3.093], [2.509, -1.850, 1.615], [1.852, 5.591, 0.798], [-2.735, -0.383, 2.825], [6.524, -0.428, -1.438], [-2.285, 2.896, -2.155], [2.480, -1.380, 0.354], [2.551, -4.112, 0.805], [-6.486, 2.529, -1.754], [2.423, -1.132, 3.871], [6.116, -0.887, 0.849], [2.643, -1.494, -2.032], [-3.081, -5.276, 1.954], [-4.326, -3.295, 2.457], [-3.401, 0.734, 3.273], [5.568, -0.761, 1.727], [-3.122, -3.980, 2.525], [-3.900, 1.919, 5.046], [-2.938, 0.945, -1.483], [1.682, 4.556, -1.045], [-5.419, -5.272, 1.570], [-3.279, 1.105, 4.633], [-1.721, 4.185, -0.413], [2.433, -3.593, 2.852], [-1.826, 2.016, -3.772], [6.789, -1.621, 0.786], [1.263, 5.456, -1.529], [-3.886, -0.791, -0.650], [-0.152, 2.764, 3.777], [4.692, 0.561, -0.311], [0.430, 3.230, -1.013], [7.370, -1.024, -1.443], [-1.544, -2.143, -1.545], [4.433, 1.229, -1.465], [-4.356, 2.855, -2.042], [-1.223, -3.087, 2.932], [-2.127, -5.753, 2.025], [-6.394, -3.313, 1.883], [2.240, -0.300, -1.979], [-0.454, 4.614, 0.778], [0.135, -2.688, 0.717], [-2.010, -1.219, 3.689], [-4.200, -5.966, 1.606], [-1.131, 1.385, -4.326], [2.618, -2.206, -0.679], [-0.607, 1.729, -5.561], [-0.837, -2.288, 0.970], [1.486, 3.783, 2.667], [0.751, 1.280, -7.145], [5.735, -0.284, -0.286], [2.048, 0.982, -0.184], [2.785, -4.278, -1.324], [-1.705, 3.006, 2.063], [-0.659, -1.214, 1.032], [3.449, 5.245, 0.085], [-2.868, -2.388, 0.198], [-4.429, -2.293, 2.896], [-5.503, 2.143, -1.577], [6.662, -0.056, -3.383], [0.906, -0.067, -5.458], [2.644, -5.205, 0.973], [3.487, 1.102, -3.934], [0.831, 4.555, 2.308], [-1.113, 2.469, -6.141], [-1.927, -0.843, 5.006], [1.428, 1.879, 3.608], [-4.469, 3.846, -2.406], [2.441, -3.214, 1.854], [4.462, 1.530, -3.844], [-0.891, 3.752, 0.208], [-6.357, -5.716, 1.293], [-0.673, 0.243, -3.667], [5.045, 1.261, -4.658], [0.744, -1.413, -3.880], [-1.816, -3.714, -0.074], [2.440, -0.744, 2.619], [3.550, 2.110, -1.434], [-4.107, 1.267, 2.620], [4.982, 0.830, -2.639]],
  "lowdin_charge": [0.11, -0.14, 0.11, 0.09, 0.09, 0.10, -0.10, 0.16, 0.12, -0.01, 0.04, -0.49, -0.19, -0.05, 1.52, 0.10, -0.10, 0.89, 0.07, 0.10, -0.37, -0.06, 0.13, -0.08, -0.47, 0.05, 0.06, 0.07, 0.81, -0.09, -0.47, -0.18, 0.08, -0.19, 0.03, 0.06, 0.08, 0.01, 0.11, 0.19, 0.20, -0.63, -0.17, -0.13, -0.10, 0.14, -0.41, 0.12, -0.41, -0.49, -0.06, -0.07, 0.09, 0.12, 0.06, 0.12, 0.10, 0.08, 0.12, 0.17, 0.80, 0.11, -0.31, -0.52, -0.03, 1.47, 0.07, 0.10, -0.19, 0.08, 0.00, -0.40, -0.08, -0.12, -0.15, -0.07, -0.44, -0.50, 0.11, -0.34, 1.20, 0.14, 0.09, -0.02, 0.10, 0.09, 0.09, -0.06, 0.13, -0.10, 0.14, 0.09, 0.06, 0.10, -0.14, 0.07, 0.10, -0.01, 0.08, -0.40, 0.10, -0.35, 0.09, 0.08, 0.08, -0.43, -0.12, 0.12, 0.01],
  "total_energy_ha": -4052.4687,
  "homo_energy_ev": -12.42,
  "homo_lumo_gap_ev": 6.45,
  "charge": 2,
  "relative_energy_ev": 0.000,
  "lumo_energy_ha": -0.2195
}



(2)
{
  "formula": "C45H49N7O2STl",
  "method": "ωB97M-V with the def2-TZVPD basis set",
  "species": ["H", "H", "H", "C", "C", "C", "C", "H", "S", "C", "H", "C", "C", "H", "C", "H", "O", "H", "H", "C", "C", "H", "H", "O", "H", "H", "C", "C", "H", "C", "H", "N", "H", "C", "H", "H", "H", "H", "H", "C", "H", "C", "C", "N", "H", "C", "H", "H", "C", "C", "N", "C", "H", "C", "H", "C", "C", "H", "C", "H", "C", "C", "H", "H", "C", "H", "C", "C", "H", "C", "C", "H", "C", "H", "N", "C", "C", "H", "C", "H", "H", "H", "H", "H", "C", "C", "C", "C", "H", "Tl", "H", "H", "N", "N", "C", "H", "H", "C", "C", "H", "C", "H", "H", "C", "N"],
  "positions_angstrom": [[1.813, 7.292, -1.427], [-3.160, -6.239, -0.343], [-1.430, -6.467, -0.575], [1.453, 2.053, -1.722], [0.228, 2.884, -1.188], [-2.876, 4.320, -2.774], [3.900, 1.541, 1.107], [-4.082, 0.486, 1.946], [-1.393, -2.507, -1.235], [-2.177, -6.048, 0.091], [1.076, 3.288, 1.337], [2.250, -0.188, 1.060], [-0.135, -1.970, 3.507], [0.368, -3.634, 2.270], [0.697, -5.499, 0.490], [-3.426, 4.462, -4.840], [-0.466, 2.191, -0.219], [0.813, -3.288, -2.014], [-1.629, -4.605, 5.915], [2.027, 6.425, 0.515], [3.371, 0.384, 1.650], [0.016, -5.629, 1.325], [2.471, 7.309, 0.948], [-0.799, -0.747, 1.693], [2.053, -3.517, -0.759], [2.218, -0.602, 4.428], [0.839, 4.160, -0.588], [1.740, 0.336, 4.180], [2.234, -1.917, 2.317], [0.310, -0.898, 2.504], [0.761, 5.297, -2.406], [0.225, -4.475, -0.417], [1.050, 1.251, -2.338], [-0.571, 3.060, -3.661], [1.180, -2.012, 0.876], [-2.827, -0.550, 1.698], [-2.130, -6.542, 1.062], [-2.659, 1.707, 0.648], [-1.369, 3.358, -5.627], [1.374, -1.556, -5.724], [-3.954, -3.879, -0.100], [1.652, 6.414, -0.818], [-1.008, -3.950, -0.388], [-1.829, 0.104, -4.898], [1.659, -4.839, -1.869], [1.838, -1.622, -4.408], [-3.765, 4.821, -2.417], [1.989, -1.957, -6.514], [-0.130, -0.547, -3.643], [-1.912, 3.905, -1.876], [1.704, 0.348, -0.037], [-0.081, -3.323, 3.199], [0.834, -6.454, -0.021], [3.310, 2.096, -0.016], [3.814, -0.063, 2.525], [-0.749, -1.581, 4.691], [0.712, 0.373, 3.242], [-0.041, 3.664, 3.446], [1.112, -1.105, -3.355], [-1.752, -2.201, 6.465], [-3.176, -3.904, 0.666], [1.061, 5.289, -1.368], [-0.812, -0.533, 4.937], [-2.034, 4.084, -0.818], [-0.605, -4.267, 4.066], [1.493, -1.115, -2.344], [-1.279, -2.523, 5.553], [1.523, 2.697, 4.544], [-0.541, -5.319, 3.820], [1.245, -3.996, -1.315], [0.471, 2.734, 3.648], [-2.425, 0.326, -5.677], [2.198, 1.472, -0.571], [-2.964, 0.851, -3.262], [-2.985, 0.816, 0.264], [0.079, 1.579, 2.988], [1.560, -1.365, 1.667], [1.668, -5.185, 0.883], [2.156, 1.494, 4.810], [2.097, 2.702, -2.315], [-2.901, -2.885, 0.925], [0.310, 2.568, -4.047], [3.695, 3.005, -0.448], [2.979, 1.461, 5.508], [-2.062, 0.385, -3.602], [-2.685, 4.120, -4.131], [1.836, 5.293, 1.286], [1.246, 4.167, 0.737], [-3.668, 1.014, -0.464], [-0.680, 0.047, -0.347], [-3.560, -4.405, 1.554], [2.139, 5.284, 2.323], [-1.082, 0.017, -2.824], [-3.586, -0.051, 1.235], [-0.744, 3.277, -2.301], [1.846, 3.600, 5.041], [-0.714, 1.610, 2.255], [-0.596, -0.496, -4.972], [-1.207, -3.870, 5.247], [-0.196, -0.922, -7.046], [0.153, -0.989, -6.029], [4.745, 2.019, 1.576], [2.799, -2.075, -4.217], [-1.531, 3.493, -4.567], [-2.003, -4.616, 0.214]],
  "lowdin_charge": [0.11, 0.10, 0.09, -0.04, -0.48, -0.07, -0.01, 0.08, 0.77, -0.03, 0.08, -0.25, -0.14, 0.08, -0.05, 0.10, -0.24, 0.02, 0.10, -0.08, 0.00, 0.07, 0.10, -0.27, 0.10, 0.13, -0.15, -0.06, 0.13, -0.47, 0.12, -0.18, 0.08, -0.05, 0.09, 0.04, 0.10, 0.08, 0.10, -0.07, 0.10, -0.07, -0.67, 0.16, 0.11, -0.07, 0.11, 0.11, -0.28, -0.02, 0.11, -0.03, 0.10, 0.01, 0.12, -0.01, -0.19, 0.11, -0.05, 0.11, -0.08, -0.02, 0.12, 0.13, -0.08, 0.09, -0.06, -0.07, 0.10, -0.07, -0.08, 0.17, -0.24, 0.15, -0.08, -0.02, -0.04, 0.10, -0.07, 0.14, 0.05, 0.12, 0.13, 0.11, -0.14, -0.09, -0.07, -0.04, 0.09, 0.94, 0.10, 0.10, 0.02, -0.02, -0.17, 0.10, 0.10, -0.18, -0.08, 0.12, 0.00, 0.12, 0.11, -0.09, -0.20],
  "total_energy_ha": -2848.4348,
  "homo_energy_ev": -10.70,
  "homo_lumo_gap_ev": 7.74,
  "charge": 1,
  "relative_energy_ev": 0.192,
  "lumo_energy_ha": -0.1090
}